one) C2HClF2O | ωB97M-V/def2-TZVPD

Last column: Mulliken charge in e.
CARTESIAN COORDINATES (ANGSTROEM)
Cl1 0.8069 -2.4005 2.0916  -0.26
F1 0.1428 0.0308 0.4139  -0.19
F2 -0.0373 2.1673 -0.3562  -0.19
O1 -0.3133 0.3456 -1.7406  -0.15
C1 -0.4002 0.9034 -0.4788  0.87
C2 -1.5065 0.3541 -1.2505  -0.36
H1 1.3076 -1.4006 1.3207  0.28

Output
- Net charge: 0



two) C2HClF2O | ωB97M-V/def2-TZVPD

Last column: Mulliken charge in e.
CARTESIAN COORDINATES (ANGSTROEM)
Cl1 -1.8901 -0.7896 0.1903  -0.16
F1 -0.3220 0.5963 1.4833  -0.19
F2 -0.8335 1.3659 -0.4856  -0.20
O1 1.8686 -0.6481 0.3015  -0.41
C1 0.8314 -0.3572 -0.3166  -0.09
C2 -0.4413 0.2963 0.2244  0.72
H1 0.7869 -0.4636 -1.3973  0.33

Output
- Net charge: 0
- SMILES: O=CC(F)(F)Cl



What should be chosen as the most stable of them? Choose two).



one) C5H13NSi | ωB97M-V/def2-TZVPD

Last column: Mulliken charge in e.
CARTESIAN COORDINATES (ANGSTROEM)
Si1 1.2302 0.1630 -0.3943  -0.14
N1 -0.0976 0.6070 0.6234  -0.01
C1 -2.3775 -0.2299 -1.2717  -0.93
C2 -1.2302 -0.1485 1.0843  -0.73
C3 1.6013 -1.7115 -0.2210  -0.76
C4 -2.4501 0.2790 0.1557  -0.33
C5 2.6496 1.4033 -0.1328  -0.94
H1 2.5789 -1.8561 0.3407  0.30
H2 0.6286 -2.0224 0.2189  0.16
H3 2.9587 1.4408 0.8914  0.34
H4 -1.1265 -1.2378 1.1028  0.32
H5 -0.1449 1.6443 0.8917  0.27
H6 -1.4570 0.1796 2.0585  0.31
H7 -2.2267 0.5455 -1.9685  0.31
H8 -2.5797 1.2789 0.3217  0.41
H9 1.8856 -2.2012 -1.2256  0.28
H10 2.3882 2.4077 -0.5232  0.30
H11 3.4916 0.9265 -0.7318  0.25
H12 -2.3652 -1.2638 -1.8192  0.28
H13 -3.3573 -0.2041 0.5989  0.30

Output
- Net charge: 0



two) C5H13NSi | ωB97M-V/def2-TZVPD

Last column: Mulliken charge in e.
CARTESIAN COORDINATES (ANGSTROEM)
Si1 0.0916 1.1524 0.9126  0.45
N1 1.3310 0.1831 0.9300  -0.56
C1 0.4375 -2.6817 -0.9069  -0.30
C2 1.5535 -2.3568 -1.6986  -0.47
C3 -0.1909 2.5514 -0.2877  -1.13
C4 0.2346 -1.4726 -1.8010  -0.51
C5 -0.7962 1.7449 2.5063  -0.97
H1 -1.2129 2.3413 -0.6733  0.33
H2 2.5014 -2.1524 -1.2153  0.24
H3 -0.4434 -1.3841 -2.5466  0.35
H4 -0.3315 -3.4102 -1.0838  0.26
H5 0.6822 -2.8270 0.2611  0.15
H6 1.5877 -0.6873 0.4215  0.26
H7 -0.0686 2.3335 3.1822  0.29
H8 -0.3042 3.4651 0.0906  0.49
H9 -1.6265 2.4432 2.3012  0.29
H10 0.5149 2.4491 -1.1674  0.26
H11 -1.0956 0.9678 3.2081  0.31
H12 0.4309 -0.5671 -1.3646  0.01
H13 1.7263 -3.0917 -2.4641  0.25

Output
- Net charge: 0
- SMILES: C[Si](C)=N.C1CC1



three) C5H13NSi | ωB97M-V/def2-TZVPD

Last column: Mulliken charge in e.
CARTESIAN COORDINATES (ANGSTROEM)
Si1 -1.0266 -0.0593 -0.1148  0.07
N1 0.1356 -0.3364 1.1956  -0.20
C1 1.8742 -0.0247 -1.4085  -1.16
C2 -1.5348 1.7344 -0.3448  -1.00
C3 1.4538 0.2091 1.1106  -0.91
C4 2.3792 -0.3928 -0.0215  -0.20
C5 -2.2720 -1.4729 -0.1192  -0.96
H1 1.3338 -0.6335 -2.0582  0.44
H2 0.3626 -1.2746 1.4683  0.28
H3 -2.5658 -1.7942 0.8981  0.36
H4 3.4370 0.0582 -0.0597  0.28
H5 -0.7885 2.4560 -0.0486  0.33
H6 -2.5444 2.0584 0.1403  0.30
H7 -1.8845 -2.4994 -0.5156  0.30
H8 1.4943 0.9588 -1.5465  0.37
H9 1.5580 1.1936 0.8429  0.41
H10 1.7788 -0.0804 2.1600  0.36
H11 -1.7226 2.0749 -1.3544  0.38
H12 -3.2346 -1.1734 -0.7438  0.24
H13 2.3300 -1.4085 0.1878  0.31

Output
- Net charge: 0



What should be chosen as the most stable of them? Choose one).



one) C4H9O3 | ωB97M-V/def2-TZVPD

Last column: Mulliken charge in e.
CARTESIAN COORDINATES (ANGSTROEM)
O1 -0.9837 0.3956 -1.2828  -0.56
O2 -0.3151 -0.6199 1.5745  -0.68
O3 1.0997 -0.5984 -0.2177  -0.81
C1 0.5280 -1.1126 0.8359  0.81
C2 -0.0987 2.6573 -1.0968  -1.24
C3 0.9891 -2.5834 1.1265  -1.33
C4 -1.2138 1.5764 -0.7097  -0.08
H1 0.7747 2.3111 -0.5854  0.31
H2 1.2913 -2.7128 2.0051  0.49
H3 0.2542 2.7831 -2.1191  0.30
H4 0.1409 -3.1817 1.1890  0.36
H5 -2.2058 2.1577 -1.0998  0.22
H6 1.6279 -3.0484 0.3093  0.24
H7 -0.0501 0.1037 -0.9765  0.36
H8 -0.3866 3.5000 -0.6818  0.45
H9 -1.0818 1.4422 0.4323  0.16

Output
- Net charge: -1



two) C4H9O3 | ωB97M-V/def2-TZVPD

Last column: Mulliken charge in e.
CARTESIAN COORDINATES (ANGSTROEM)
O1 -2.1903 -0.8774 -1.6127  -0.70
O2 2.1080 -0.5580 0.5953  -0.52
O3 -2.1672 -1.5533 0.5165  -0.71
C1 -1.2172 0.7950 -0.1684  -0.49
C2 -1.0087 0.8231 1.3565  -0.73
C3 -1.8604 -0.7898 -0.4365  0.62
C4 2.5187 -0.5079 -0.8288  -0.54
H1 -0.6802 1.9302 1.7474  0.19
H2 -1.9613 0.4212 1.7456  0.28
H3 -0.3675 0.6668 -0.9207  0.04
H4 1.7385 -0.2329 -1.6152  0.24
H5 2.9378 -1.4238 -1.1611  0.26
H6 1.1148 -0.6766 0.5030  0.29
H7 -1.9481 1.4999 -0.6349  0.34
H8 3.2335 0.3545 -0.8278  0.22
H9 -0.2503 0.1290 1.7418  0.22

Output
- Net charge: -1



three) C4H9O3 | ωB97M-V/def2-TZVPD

Last column: Mulliken charge in e.
CARTESIAN COORDINATES (ANGSTROEM)
O1 2.2770 2.9106 0.1267  -0.69
O2 1.9184 0.7477 -0.3590  -0.80
O3 0.4220 -0.8145 1.1273  -0.54
C1 -0.9115 -2.6420 0.3554  -1.03
C2 1.6006 1.9817 -0.3246  0.60
C3 0.2559 2.3700 -0.9591  -0.56
C4 -0.8559 -1.1472 0.6628  -0.06
H1 -0.1738 3.1946 -0.4050  0.25
H2 0.3590 2.5840 -2.0333  0.22
H3 0.9515 -0.1909 0.5117  0.35
H4 -0.8569 -3.1908 1.2943  0.23
H5 -0.4585 1.5376 -0.9346  0.07
H6 -1.5620 -0.9091 1.4773  0.23
H7 -1.1709 -0.5522 -0.2108  0.13
H8 0.0164 -2.9038 -0.1660  0.28
H9 -1.8114 -2.9756 -0.1630  0.32

Output
- Net charge: -1



four) C4H9O3 | ωB97M-V/def2-TZVPD

Last column: Mulliken charge in e.
CARTESIAN COORDINATES (ANGSTROEM)
O1 1.9125 0.3319 -3.1580  -0.78
O2 0.1986 0.7095 -1.7832  -0.67
O3 -1.7583 0.4006 -0.2482  -0.60
C1 -1.7799 0.8654 1.1274  -0.26
C2 1.7506 -0.9723 -1.1217  -0.64
C3 1.2071 0.1088 -2.1241  0.54
C4 -0.7653 -0.0043 1.9629  -0.97
H1 0.9568 -1.7738 -0.9648  0.21
H2 -0.7096 -1.0044 1.5630  0.27
H3 -1.0399 0.0605 2.9537  0.40
H4 -0.8387 0.5255 -0.7138  0.42
H5 2.5763 -1.5745 -1.5858  0.25
H6 0.3241 0.2465 1.7277  0.21
H7 2.2288 -0.3706 -0.2472  0.12
H8 -1.5361 1.9214 1.1019  0.24
H9 -2.7271 0.5296 1.5102  0.26

Output
- Net charge: -1



What should be chosen as the most stable of them? Choose three).



one) C2H6N2O | ωB97M-V/def2-TZVPD

Last column: Mulliken charge in e.
CARTESIAN COORDINATES (ANGSTROEM)
O1 -1.8474 0.1550 0.4582  -0.50
N1 0.1838 -0.8679 0.3942  -0.12
N2 0.1103 0.8912 -1.1878  -0.22
C1 -1.1102 -0.6982 0.8787  0.11
C2 0.8855 0.1719 -0.2313  -0.32
H1 0.4083 1.8721 -1.2253  0.33
H2 -0.9096 0.9877 -1.0760  0.36
H3 -1.3715 -1.4292 1.6488  0.39
H4 1.8165 -0.2511 -0.6337  0.37
H5 0.6058 -1.7791 0.4935  0.27
H6 1.2287 0.9474 0.4807  0.32

Output
- Multiplicity: 2
- Expectation value of S²: 0.76
- Net charge: +1



two) C2H6N2O | ωB97M-V/def2-TZVPD

Last column: Mulliken charge in e.
CARTESIAN COORDINATES (ANGSTROEM)
O1 0.8066 -1.3256 0.4145  -0.37
N1 -0.2582 0.2895 1.5580  -0.34
N2 -0.8215 0.3196 -1.5567  -0.25
C1 0.3023 -0.2297 0.4756  0.64
C2 0.3222 0.6306 -0.8223  -0.41
H1 -0.5492 1.2631 1.6258  0.23
H2 1.2014 0.3442 -1.3988  0.34
H3 -0.7738 0.4705 -2.5606  0.29
H4 -1.7321 0.4907 -1.1320  0.28
H5 -0.3452 -0.2772 2.3890  0.27
H6 0.4317 1.6888 -0.5445  0.32

Output
- Multiplicity: 2
- Expectation value of S²: 0.76
- Net charge: +1



What should be chosen as the most stable of them? Choose two).



one) H3OPS | ωB97M-V/def2-TZVPD

Last column: Mulliken charge in e.
CARTESIAN COORDINATES (ANGSTROEM)
S1 1.2977 0.9413 0.5390  -0.22
P1 -0.1527 -0.2478 -0.2809  0.35
O1 -0.7899 -0.9974 0.8184  -0.56
H1 0.2981 -0.9506 -1.5275  0.10
H2 0.4097 0.4807 1.3262  0.24
H3 -1.0629 0.7738 -0.8751  0.09

Output
- Net charge: 0



two) H3OPS | ωB97M-V/def2-TZVPD

Last column: Mulliken charge in e.
CARTESIAN COORDINATES (ANGSTROEM)
S1 -0.2002 0.5835 -1.5382  -0.25
P1 -0.2269 -0.0043 0.6358  0.43
O1 -1.0471 -0.5242 1.7469  -0.56
H1 0.1142 -0.4851 -2.2409  0.16
H2 0.4882 1.3781 0.8625  0.12
H3 0.8717 -0.9480 0.5340  0.10

Output
- Net charge: 0
- SMILES: O=[PH2]S



What should be chosen as the most stable of them? Choose one).



one) C8H24O4 | ωB97M-V/def2-TZVPD

Last column: Mulliken charge in e.
CARTESIAN COORDINATES (ANGSTROEM)
O1 -2.1156 -4.5245 0.6737  -0.52
O2 1.5691 1.5499 2.0713  -0.56
O3 -0.1542 1.3752 -0.3498  -0.44
O4 -0.8124 2.8919 -3.3041  -0.51
C1 -0.8106 0.1669 -0.5055  -0.18
C2 3.0083 -0.1553 1.5043  -0.85
C3 1.0504 4.3862 -4.1249  -1.12
C4 -2.4683 -3.7951 2.9136  -0.75
C5 -2.6439 -4.9412 1.9213  -0.23
C6 -0.8986 -0.5946 0.8316  -1.04
C7 0.4661 3.3684 -3.0243  -0.40
C8 2.7061 1.3015 1.2158  -0.08
H1 0.4688 5.2931 -4.2906  0.31
H2 0.7581 1.4921 1.5608  0.32
H3 3.2009 -0.3865 2.5520  0.27
H4 -0.2945 1.9207 -1.1271  0.19
H5 0.0024 -0.7683 1.4200  0.24
H6 1.1579 3.9005 -5.0948  0.27
H7 -0.3249 -0.4226 -1.2830  0.32
H8 -1.1699 -1.6298 0.6246  0.20
H9 -1.6430 -0.1660 1.5027  0.34
H10 3.5041 1.9553 1.5679  0.30
H11 2.5088 1.5191 0.1661  0.11
H12 0.5719 3.7226 -1.9989  0.35
H13 -1.1627 -4.4095 0.6928  0.28
H14 -2.2113 -5.8557 2.3272  0.24
H15 2.0162 4.8359 -3.8945  0.36
H16 -0.6504 2.1208 -3.8525  0.35
H17 -1.7983 0.2739 -0.9539  0.39
H18 2.1219 -0.7121 1.2006  0.12
H19 -2.4185 -2.8068 2.4566  0.08
H20 -3.2644 -3.8248 3.6576  0.33
H21 3.8548 -0.5018 0.9114  0.36
H22 -3.6971 -5.1063 1.6941  0.28
H23 1.0404 2.4426 -2.9904  0.39
H24 -1.4674 -3.9157 3.3280  0.29

Output
- Net charge: 0
- SMILES: CCO.CCO.CCO.CCO



two) C8H24O4 | ωB97M-V/def2-TZVPD

Last column: Mulliken charge in e.
CARTESIAN COORDINATES (ANGSTROEM)
O1 3.3165 1.0525 -1.5434  -0.51
O2 -3.8702 -3.3940 -0.3927  -0.53
O3 -0.0182 2.2387 1.8462  -0.55
O4 1.1292 0.0818 0.6154  -0.48
C1 1.8224 -2.1633 1.0224  -1.42
C2 -2.7326 -1.5249 -1.2717  -0.88
C3 -0.7611 1.8507 3.0107  -0.35
C4 2.4710 1.7291 -2.4837  0.00
C5 -2.1355 1.4446 2.4286  -0.66
C6 0.8106 -1.0816 1.3291  0.29
C7 3.3593 2.5489 -3.3857  -1.23
C8 -2.6600 -3.0187 -1.0429  -0.13
H1 -2.1737 0.5666 1.7898  0.03
H2 2.8328 -1.8031 1.2280  0.37
H3 -2.8040 1.2996 3.2871  0.35
H4 -1.9081 -1.0487 -1.8039  0.33
H5 -3.6162 -1.1643 -1.7996  0.34
H6 -0.3469 3.0958 1.5632  0.29
H7 0.6306 0.8568 0.9308  0.40
H8 -0.2232 1.0122 3.4467  0.24
H9 1.6539 -3.0004 1.7053  0.40
H10 1.9794 0.9682 -3.0925  0.24
H11 -2.7716 -1.0972 -0.2668  0.07
H12 -2.4955 -3.5686 -1.9759  0.27
H13 3.8235 3.4060 -2.8970  0.32
H14 2.7814 0.6514 -0.8472  0.29
H15 -2.5620 2.3042 1.9096  0.31
H16 -3.6970 -4.1867 0.1229  0.30
H17 1.7858 2.4286 -2.0004  0.22
H18 2.6589 3.0746 -4.0455  0.36
H19 -0.9068 2.6959 3.6844  0.33
H20 -0.1464 -1.4592 0.9359  -0.02
H21 1.8168 -2.5843 0.0184  0.31
H22 4.0440 1.9129 -3.9407  0.31
H23 -1.7587 -3.2688 -0.4751  0.21
H24 0.6717 -0.8550 2.3901  0.18

Output
- Net charge: 0
- SMILES: CCO.CCO.CCO.CCO



What should be chosen as the most stable of them? Choose two).



one) H13NO5 | ωB97M-V/def2-TZVPD

Last column: Mulliken charge in e.
CARTESIAN COORDINATES (ANGSTROEM)
O1 1.4056 -1.4933 0.7334  -0.69
O2 -1.5969 1.7670 -1.8367  -0.62
O3 -0.8482 2.7650 1.2425  -0.66
O4 -0.1554 -4.5964 0.5709  -0.65
O5 -1.0116 -0.1018 0.4785  -0.63
N1 1.4379 1.5327 -0.6121  -0.67
H1 0.1036 -5.3686 0.0182  0.32
H2 2.3663 1.9036 -0.8450  0.26
H3 -0.3918 -0.5472 1.1266  0.33
H4 1.1149 2.3996 -0.1822  0.21
H5 -1.4755 1.0639 -1.1678  0.32
H6 -0.5371 2.0501 0.6835  0.30
H7 -1.8443 -0.3402 0.9536  0.30
H8 1.1056 1.3871 -1.5550  0.21
H9 -0.0319 -3.7529 0.0906  0.32
H10 -1.8350 1.2779 -2.6470  0.32
H11 1.8294 -0.6355 0.3478  0.35
H12 2.1886 -1.6789 1.3349  0.34
H13 -1.8242 2.3677 1.2654  0.34

Output
- Net charge: 0
- SMILES: N.O.O.O.O.O



two) H13NO5 | ωB97M-V/def2-TZVPD

Last column: Mulliken charge in e.
CARTESIAN COORDINATES (ANGSTROEM)
O1 -0.8656 1.0815 1.5133  -0.66
O2 1.9434 1.2220 1.3878  -0.66
O3 -1.8403 1.0674 -1.0812  -0.79
O4 2.0636 0.7144 -1.6397  -0.67
O5 -0.1078 -2.2149 1.3904  -0.63
N1 -0.6196 -1.2306 -1.6063  -0.77
H1 0.9832 1.2739 1.2088  0.38
H2 2.1508 0.3243 1.6558  0.30
H3 2.4404 0.5216 -0.7746  0.35
H4 0.3881 -2.4770 2.1730  0.30
H5 1.4920 1.4806 -1.5420  0.31
H6 -1.2449 1.8518 1.9486  0.28
H7 0.3651 -0.9425 -1.6344  0.25
H8 -2.6237 1.0821 -0.5279  0.32
H9 -1.5459 0.1413 -1.3406  0.55
H10 -1.3864 0.9960 0.6950  0.35
H11 -0.1367 -1.2511 1.4437  0.31
H12 -0.7582 -1.8430 -0.8212  0.25
H13 -0.6975 -1.7978 -2.4485  0.24

Output
- Net charge: 0
- SMILES: N.O.O.O.O.O



What should be chosen as the most stable of them? Choose two).



one) C2H2FN3 | ωB97M-V/def2-TZVPD

Last column: Mulliken charge in e.
CARTESIAN COORDINATES (ANGSTROEM)
F1 3.0030 -0.0826 0.6891  -0.15
N1 0.8672 -0.0644 0.4215  0.13
N2 -0.8738 -1.1404 1.6659  0.54
N3 -1.4212 -1.5847 2.5308  -0.56
C1 1.8267 -0.5749 1.1200  -0.45
C2 -0.4520 -0.4610 0.6731  -0.02
H1 0.9625 0.5122 -0.3716  0.25
H2 -1.1954 -0.5000 -0.1939  0.25

Output
- Net charge: 0



two) C2H2FN3 | ωB97M-V/def2-TZVPD

Last column: Mulliken charge in e.
CARTESIAN COORDINATES (ANGSTROEM)
F1 -1.5965 0.0682 0.1578  -0.22
N1 0.6282 -0.8023 -0.6162  -0.11
N2 0.8509 2.0652 1.4997  -0.32
N3 0.1843 -1.7471 -0.0205  -0.28
C1 -0.4412 0.6027 -0.2298  0.20
C2 0.3112 1.4349 0.6845  0.25
H1 -0.7030 0.9221 -1.1994  0.23
H2 0.7660 -2.5438 -0.2762  0.27

Output
- Net charge: 0
- SMILES: [H]/N=N/[C@@H](F)C#N



three) C2H2FN3 | ωB97M-V/def2-TZVPD

Last column: Mulliken charge in e.
CARTESIAN COORDINATES (ANGSTROEM)
F1 -0.1591 -1.5668 2.6320  -0.17
N1 -1.5595 -0.9837 -1.0875  0.54
N2 -2.3846 -1.6218 -1.5184  -0.58
N3 -0.1859 -0.5910 0.7100  0.13
C1 -0.6114 -0.3088 -0.5913  -0.04
C2 -0.7909 -1.5070 1.4326  -0.50
H1 0.6128 -0.0541 1.0547  0.29
H2 -0.1895 0.5196 -1.1285  0.34

Output
- Net charge: 0



What should be chosen as the most stable of them? Choose two).